Record 1
Computed, not measured: a 4-piece molecular cluster, C16H23N3O13PS overall in a non-equilibrium geometry, with ωB97M-V with the def2-TZVPD basis set.

Summary:
* net charge: +1

The geometry in XYZ format:
```
57
C16H23N3O13PS ωB97M-V with the def2-TZVPD basis set
C -0.65287 -1.59680 -1.56679
H -3.58163 3.68070 -1.87148
C 6.65066 -4.52063 -2.74799
C -0.70523 2.33424 3.00178
H 0.22449 -4.00477 -1.81104
O 0.96710 -3.60448 -2.27579
N -1.46211 -1.20516 -2.50646
H 7.70559 -4.77728 -2.82763
H -0.32152 4.36701 3.55349
O 6.62462 -3.35990 1.73458
H -3.32110 -0.56510 -2.85728
H 6.54039 -3.47454 -3.03587
H -0.86509 0.36590 3.95299
O 4.90502 -3.93844 0.39895
C 6.15981 -4.74603 -1.34243
H 4.63353 -3.20422 -1.50369
C -0.25573 0.91086 3.23787
H -3.42122 3.09092 0.50448
N -5.53991 -1.65906 -1.30406
O -0.38763 0.33256 1.91657
C -1.02535 -1.69886 -0.21223
H -5.62370 4.12301 0.39999
C -2.32013 -1.41032 0.13376
C -3.17578 -1.00856 -0.88663
O -4.61350 5.04493 1.96182
H 3.97233 -4.83264 -1.22568
H 6.19161 -5.81046 -1.09255
C -0.25182 1.34396 1.02271
N -2.70924 -0.90436 -2.12540
O 1.26048 -1.41924 -3.49153
O -5.19403 -2.72388 -1.37705
H -0.27897 -1.98645 0.51244
C -4.77008 4.77561 0.56247
C -2.98145 4.30834 -1.21181
O -2.56360 4.85424 1.11599
C 6.21819 -3.74498 0.69126
O -4.44379 -0.69185 -0.68194
H 6.08901 -5.14019 -3.44669
H 0.43666 -1.20426 -3.95188
O -2.83595 5.61748 3.22100
H -1.79700 2.40580 2.99487
H -1.93498 4.02125 -1.30987
C 4.80264 -4.16387 -1.01205
H -0.56323 3.27221 4.91883
C -3.43661 4.14876 0.21560
C -3.29296 5.21564 2.20458
H 0.96008 3.24760 4.01177
O 6.98388 -4.05235 -0.38314
O -0.15038 1.17129 -0.15580
S 2.33907 -1.49902 -0.73978
H -4.92640 5.72167 0.04062
P 1.07890 -2.02126 -2.05063
C -0.12091 3.36481 3.92798
H -2.68680 -1.47490 1.14385
O -0.25273 2.52949 1.63298
H 0.79365 0.85102 3.52798
H -3.07430 5.34456 -1.53606
```

Record 2
Computed, not measured: the molecule C6H7NO in a non-equilibrium geometry, with ωB97M-V with the def2-TZVPD basis set.

Summary:
* ΔE to the lowest compared entry with this formula, charge and spin: 113.0 kcal/mol

The geometry in XYZ format:
```
15
C6H7NO ωB97M-V with the def2-TZVPD basis set
O 1.47311 -1.06038 -0.16199
H -0.68324 0.38029 -1.66568
H 2.75476 0.23028 -1.24009
C 2.36299 0.10383 -0.19366
C -1.11733 1.01780 0.33598
C -1.46062 0.22365 -0.93146
C 0.35446 -0.79399 0.75048
C -1.13902 -0.55384 0.42058
H 0.54838 -1.15509 1.85308
N 1.56784 1.25672 -0.02871
C 0.41076 0.98297 0.36882
H -1.97413 -1.14346 0.69420
H -1.69583 1.83674 0.97500
H 3.24731 0.01410 0.46143
H -2.47023 0.22536 -1.30650
```

Record 3
Computed, not measured: a 6-piece molecular cluster, C42H107BN5O12P3S overall in a non-equilibrium geometry, with ωB97M-V with the def2-TZVPD basis set.

The geometry in XYZ format:
```
171
C42H107BN5O12P3S ωB97M-V with the def2-TZVPD basis set
C 7.45931 -2.33523 4.82777
C -1.80164 -2.61045 -7.45715
H -5.59961 -4.57334 -6.78277
H 0.18440 -0.90401 -4.66691
C 5.21790 6.53164 -3.60052
H -3.93036 4.47218 -5.60769
H 2.09821 3.35192 2.99754
H 5.62569 2.64814 -2.77999
S 2.19281 3.26332 -3.19632
C 4.49588 -2.78366 6.13790
H -3.41488 -1.46288 -4.87720
C -1.17962 -7.31822 7.29004
N 6.07365 -1.47487 3.02174
H 7.13286 7.22835 -4.36214
C -2.67170 -3.04500 5.04709
H -2.85128 -4.45715 -5.10831
H -8.22939 -0.86739 0.10746
C -4.76479 -3.89322 -6.94954
N -3.77811 -4.23631 -4.75233
H 7.02190 0.90894 -1.83523
O 2.60109 0.69373 -2.40745
H 6.54228 8.15309 -2.97386
H 8.36290 -2.41081 4.22306
H -3.10745 0.27326 3.01043
H -5.40813 -0.01975 -2.92324
H -2.39756 -1.98523 -8.12755
C 0.82744 2.75529 -4.25562
N -5.34807 3.83819 -1.61670
H 2.23878 -8.52308 9.11275
H -5.51453 4.95282 -4.93068
C -4.36309 -3.22591 -5.63860
H 3.59531 6.12452 -2.45831
H -3.93528 6.19902 -1.63744
H -3.58325 2.19865 -3.03453
C 6.59819 7.15622 -3.41186
C -1.97029 -5.21318 6.18200
H -0.07516 3.24932 -3.91238
P 3.13922 0.66323 0.38462
C -4.80253 -0.63344 -2.24952
C 1.55412 -8.12890 9.85143
H -5.42503 3.70552 -6.17335
H 5.89382 -0.65437 6.35570
H -1.38302 -8.06766 9.29189
H -2.63061 -3.46225 7.16703
C -3.43770 -2.01346 -5.82312
H 1.45966 -1.89499 -5.44079
H 4.90127 4.15481 0.15057
H -0.64442 2.74002 0.69043
H 5.36682 5.47017 -3.82080
H -6.03988 3.86858 -2.36184
H -8.07455 -1.17797 -2.41504
C -4.91774 4.11653 -5.30084
C -2.19045 -0.75500 1.34560
H 5.08034 -2.59063 7.04224
H 0.31409 3.00390 -1.42292
H 1.01036 -8.92902 10.34244
C -0.64620 0.78261 -0.03140
H -3.59685 -3.81834 -3.84330
H -6.93739 -2.50031 -2.11671
H -1.24963 -1.29695 1.37645
H 1.30916 3.68671 -0.20172
H -1.95856 -3.66501 -7.69415
B 4.18477 2.90952 -1.10449
H -4.83390 5.94887 -3.12173
C -4.04359 4.12471 -2.22018
O 3.38314 3.14391 -4.03157
H -3.33688 -3.76884 4.58912
H 0.60160 0.07814 -2.57165
O 4.36869 -1.62326 5.33933
H -0.07847 -0.13133 0.09116
C -3.75414 3.20987 -3.41882
C 4.72263 9.49362 -4.71507
H 4.19159 7.59497 -2.22629
C 4.43319 7.12242 -4.78035
H 5.58496 -0.65599 2.67083
O -4.82497 3.08439 -4.33416
O -5.05809 -0.34427 -0.88769
O 4.91602 2.25280 2.16764
H -1.90495 -0.57537 4.75551
H -3.27295 3.92120 -1.46915
C -1.94890 0.67962 0.78868
H 1.72864 -0.20085 -5.20808
H 0.17862 -6.44275 9.83679
H -0.89266 -5.31855 8.03672
H -2.92874 -5.55856 5.79874
H -3.22344 -2.17591 5.39122
H -3.06837 5.84000 -3.12970
H -3.54264 -1.46589 2.89639
H 7.76324 -2.20287 5.86856
H -3.83032 -1.32142 -6.57937
H 1.01183 3.11220 -5.26142
H 4.94566 -3.60544 5.57517
O 3.85495 8.39373 -4.53250
H 5.27533 9.72002 -3.79950
H 5.42356 9.32406 -5.53809
C 1.24960 -1.07162 -4.76820
H 5.04676 7.15440 -5.69126
P 3.50342 1.94787 2.10618
C 5.49781 -0.76648 5.33728
H -3.74907 -0.41937 -2.44147
H 5.33786 -2.16673 3.14285
H -3.95278 -4.48108 -7.37672
H 3.59257 6.45581 -4.98629
H -1.93886 1.35767 1.63662
N 4.47495 6.62508 -2.34372
H 1.54579 -0.84010 -1.40226
C 0.56414 -7.18915 9.15103
H -6.81363 0.66488 -1.34119
H -1.04110 -3.28949 6.46870
H -2.83452 3.51085 -3.93903
C 0.98564 2.73409 -0.61178
H 1.60954 -2.32627 -3.06252
C -1.61348 -2.58908 4.02177
O 2.55818 3.25919 2.14791
H -5.36442 2.86874 -1.30753
H 5.11715 0.21180 5.03452
H -2.03338 -7.91560 6.97159
H -0.74713 -2.38762 -7.62021
O 4.07994 4.00267 -0.35054
H -0.71161 -0.71037 3.41580
H 6.07384 0.79766 -0.38818
H 3.49263 -3.09273 6.43332
O 3.03916 1.03161 3.36420
H -2.93420 -1.24912 0.73059
C 1.59442 -0.31583 -2.35559
H -2.80636 0.90500 0.16316
H -6.36363 0.53630 0.35408
C -7.74373 -1.91261 -1.67774
H -5.27998 -2.85667 -5.16776
O 2.01122 4.64697 -2.78786
H -1.84873 -3.03485 3.05727
H -1.21053 -5.48456 5.44812
H 5.40068 0.27451 -1.94986
H -2.56638 -5.90108 8.10568
H 4.10892 10.36233 -4.95630
P 2.49173 1.94116 -1.35080
C 5.56411 2.46776 -1.71035
C 6.01239 1.01623 -1.44728
C -3.96742 5.61076 -2.55398
H -0.92544 0.96842 -1.06509
N -6.71475 -2.23797 0.50323
H 6.93566 -3.28747 4.74206
H 1.09826 -6.65082 8.37097
H -4.96524 -1.69448 -2.45844
C -7.32086 -1.23539 -0.37787
H 0.71601 1.67962 -4.29663
H -0.60539 -2.88694 4.29731
C -0.60382 -7.97304 8.53877
H -0.46090 -7.35290 6.47431
H 3.00384 -1.32867 -3.54715
C -6.40481 -0.02036 -0.58657
C 0.13134 2.02324 0.43022
H -8.57216 -2.59529 -1.49161
C 1.92473 -1.35341 -3.43093
C -2.75673 -0.72866 2.77635
C -1.65715 -1.06307 3.81787
H 0.64076 1.84214 1.36815
C -2.03502 -3.69112 6.28449
H 2.45313 1.55739 3.93265
H -5.79376 -2.45815 0.13173
H 7.26659 -0.29851 4.25121
O -2.08954 -2.34205 -6.09606
C -1.65560 -5.88827 7.51284
H 2.11951 -7.58944 10.60415
H 7.19740 6.54316 -2.73777
H -6.51906 -1.81376 1.40637
H 2.08313 -0.16428 0.83184
H 6.31947 3.10933 -1.25631
C 6.60572 -1.16437 4.35023
H -5.07863 -3.15288 -7.68826
H -0.23229 -8.96030 8.27324
```

Record 4
Computed, not measured: the molecule C3H5N3, with ωB97M-V with the def2-TZVPD basis set.

Summary:
* ΔE to the lowest compared entry with this formula, charge and spin: 84.1 kcal/mol

The geometry in XYZ format:
```
11
C3H5N3 ωB97M-V with the def2-TZVPD basis set
C 0.57570 -1.02561 -0.09743
H -2.61461 -0.33973 -0.18378
N -1.79249 -0.79684 0.17570
C 1.62909 -0.34200 0.29791
H 0.60826 2.60810 -0.05607
N 0.51442 1.58811 -0.09603
H -0.76810 -0.53785 -1.62365
H 2.57816 -0.73696 0.64639
H -1.67198 -0.80943 1.17772
C -0.64255 -0.72043 -0.55718
N 1.58411 1.11264 0.31643
```

Record 5
Computed, not measured: C25H19Cl3CsN3O5S6 as an isolated structure, with ωB97M-V with the def2-TZVPD basis set.

Summary:
* net charge: -2
* ΔE to the lowest compared entry with this formula, charge and spin: 26.5 kcal/mol

The geometry in XYZ format:
```
62
C25H19Cl3CsN3O5S6 ωB97M-V with the def2-TZVPD basis set
C 1.17289 0.65225 -4.39107
S -1.18567 1.00235 -5.54557
O 4.03504 4.95469 5.57536
Cl 0.19958 -7.64553 -4.92215
O 3.40078 3.17417 7.13285
C 0.05387 1.58833 -6.64119
C 0.60694 1.72245 4.27481
H -1.25262 1.35105 2.61476
C 2.47809 -3.59637 1.26317
C 1.75546 -5.68488 -1.82185
S -1.01879 -0.21968 -2.83926
N 2.50635 -4.94016 1.05848
S 3.90880 3.52519 5.81362
H 3.37766 -3.00109 1.23852
C 2.62181 -7.44021 -3.76327
C 4.48030 -4.38230 -5.27994
C 3.48740 -3.28793 -1.84145
O -0.16087 2.05182 -7.74951
H 3.89561 -2.28456 -1.71991
S 1.64467 1.39538 -5.92791
H -0.16265 1.04245 4.62870
C 1.61190 2.14088 5.13632
N 1.26051 -3.14133 1.40379
C 2.60205 3.00911 4.70100
H 3.32475 4.14200 3.03713
C 1.55797 3.03742 2.51441
H 2.46026 -3.25698 -1.47616
O 4.33194 -4.08708 -1.01233
C 0.84969 -6.16614 -2.75539
H 1.40219 -4.97217 -1.08586
S 2.51810 0.26088 -3.32161
C -0.15305 0.47206 -4.21115
C 0.44907 -4.25741 1.32586
H 5.19377 -4.71209 -6.02048
C 2.43782 -3.67072 -4.11360
H 5.66882 -4.16487 -3.49049
H 1.63699 1.80746 6.16642
C 0.56282 2.16943 2.96000
C 4.70148 -4.09002 -3.97245
C 2.56104 3.45440 3.38035
C 3.51600 -3.67883 -3.28291
S 2.84049 -4.14388 -5.70644
C 4.05883 -5.45796 -0.82808
H -0.62527 -4.18051 1.37756
Cl 5.16203 -7.49726 -2.93951
H -0.17925 -5.83487 -2.74850
H -0.74809 2.33049 1.37731
H 5.01334 -5.96558 -0.94240
C 3.65258 -5.71800 0.62859
Cs 1.16209 -0.27620 -0.55007
H 1.54093 3.39217 1.48917
O 5.07343 2.75535 5.40263
Cl 0.83498 -3.20954 -3.73719
H 3.38745 -6.76940 0.74714
H 2.96958 -8.12241 -4.52628
C 3.09817 -6.03989 -1.83887
H 0.94330 -6.41468 1.00890
C 3.50430 -6.94184 -2.81637
N -0.45537 1.69047 2.10009
C 1.30311 -7.03850 -3.72195
H 4.50930 -5.50952 1.26767
C 1.20177 -5.37728 1.14361
```

Record 6
Computed, not measured: the molecule C5H8O2, with ωB97M-V with the def2-TZVPD basis set.

Summary:
* ΔE to the lowest compared entry with this formula, charge and spin: 26.1 kcal/mol

The geometry in XYZ format:
```
15
C5H8O2 ωB97M-V with the def2-TZVPD basis set
C 1.02687 1.92612 0.68822
H 0.87025 3.00943 0.65244
H 0.87894 1.58930 1.71968
C 0.36090 -0.27620 -0.38098
H -0.95768 1.40172 -0.01301
C -0.51685 -1.25589 -0.13813
O -1.76504 -1.12160 0.40135
H 0.21680 1.61005 -1.28449
H -1.84725 -0.25515 0.82339
H -1.11376 -3.34231 -0.50200
H 2.06804 1.72373 0.41874
H 1.33466 -0.58778 -0.75716
O 0.79863 -3.01626 -1.07128
C -0.24902 -2.65269 -0.58813
C 0.09037 1.19624 -0.27428
```

no.,LUMO energy (eV),DFT total energy (hartree)
1,-5.418,-2505.179406
2,1.023,-362.633440
3,-0.192,-4288.185365
4,0.357,-281.455971
5,2.951,-5294.530572
6,0.370,-345.763338